A cluster of 3 separate species, C41H91N7O6P2 in total at a distorted geometry, computed with the ωB97M-V functional and the def2-TZVPD basis.

Positions of all 147 atoms, in Å:
C  8.5663  4.2884  1.5249
C  7.4107  5.1221  0.9148
C  7.8716  6.5248  0.4488
C  7.4631  6.8862  -0.9953
C  8.4904  6.4669  -2.0546
C  8.8106  4.9643  -2.0898
C  7.5967  4.0772  -2.4495
C  7.4441  3.8814  -3.9818
C  8.1026  2.5375  -4.3885
C  7.0736  1.3760  -4.4115
C  7.2016  0.4078  -3.2118
C  6.6374  -1.0025  -3.5331
C  5.5637  -1.4387  -2.4935
C  4.1786  -1.5041  -3.1558
C  3.0688  -1.6572  -2.0829
C  2.3263  -0.3405  -1.8096
C  1.0808  -0.6366  -0.9694
C  0.3515  0.6308  -0.4844
C  -1.1628  0.4116  -0.3647
C  -1.9199  1.7672  -0.3271
C  -3.4039  1.4924  -0.5113
O  -4.2768  1.4440  0.6280
C  -5.4896  1.1587  0.0249
O  -6.4345  0.6170  0.5662
O  -5.4774  1.6206  -1.2750
C  -4.2451  2.4065  -1.3845
C  -4.6473  3.7841  -0.8357
C  -4.6352  4.9271  -1.8681
C  -5.2709  4.5960  -3.2461
C  -4.3691  5.1714  -4.3616
N  -3.0815  4.4618  -4.5282
C  -3.1731  3.5000  -5.5942
C  -3.9030  2.1646  -5.4163
O  -2.7012  3.7524  -6.6790
H  8.6619  4.4982  2.5902
H  8.3331  3.2308  1.3929
H  9.5048  4.5358  1.0299
H  6.9443  4.5570  0.1093
H  6.6507  5.2438  1.6898
H  8.9478  6.6606  0.5841
H  7.3947  7.2574  1.1062
H  6.4808  6.4786  -1.2405
H  7.3782  7.9765  -1.0350
H  8.0763  6.7078  -3.0416
H  9.4282  7.0184  -1.9543
H  9.5447  4.8243  -2.8917
H  9.2402  4.5956  -1.1577
H  7.7298  3.1079  -1.9650
H  6.6867  4.5520  -2.0775
H  6.4016  3.9259  -4.2926
H  8.0155  4.6818  -4.4614
H  8.5011  2.6281  -5.4020
H  8.9203  2.3390  -3.6941
H  6.0786  1.8267  -4.4107
H  7.1754  0.7854  -5.3242
H  6.6877  0.8796  -2.3710
H  8.2487  0.3074  -2.9127
H  7.4381  -1.7395  -3.6048
H  6.1847  -0.9439  -4.5259
H  5.5033  -0.7213  -1.6722
H  5.8599  -2.4022  -2.0718
H  4.1795  -2.3428  -3.8578
H  4.0189  -0.5987  -3.7489
H  3.5580  -1.9759  -1.1604
H  2.3634  -2.4160  -2.4300
H  2.0605  0.1737  -2.7387
H  3.0210  0.3044  -1.2599
H  1.4555  -1.1667  -0.0802
H  0.4278  -1.3390  -1.4932
H  0.5967  1.4829  -1.1267
H  0.7233  0.8616  0.5178
H  -1.3866  -0.0762  0.5862
H  -1.5195  -0.1642  -1.2196
H  -1.7242  2.2737  0.6174
H  -1.5594  2.3301  -1.1922
H  -3.5296  0.5148  -0.9943
H  -3.8474  2.4343  -2.3970
H  -5.5977  3.7761  -0.3098
H  -3.9020  4.0485  -0.0740
H  -5.2414  5.7292  -1.4401
H  -3.6456  5.3635  -2.0182
H  -6.2227  5.1216  -3.3634
H  -5.4853  3.5369  -3.3987
H  -4.1104  6.1851  -4.0388
H  -4.8928  5.2821  -5.3108
H  -2.8084  4.0071  -3.6634
H  -4.9243  2.2939  -5.7786
H  -3.4059  1.4493  -6.0672
H  -3.8996  1.8109  -4.3870
O  1.6891  -3.3955  1.3628
P  1.8170  -4.8925  1.5356
N  0.3126  -5.2011  2.3023
C  0.0438  -6.2892  3.2168
C  -0.8407  -4.9953  1.4296
N  3.1084  -4.8421  2.7109
C  2.7908  -4.5998  4.1110
C  4.1989  -3.9612  2.2998
N  2.1426  -6.6117  1.1910
C  3.1486  -7.3921  1.8951
C  2.2977  -6.8340  -0.2635
H  -0.0867  -7.2549  2.7085
H  -0.8761  -6.0772  3.7665
H  0.8190  -6.4025  3.9702
H  -0.9717  -5.8336  0.7290
H  -0.7251  -4.0814  0.8453
H  -1.7554  -4.8858  2.0142
H  2.0738  -3.7803  4.2458
H  3.6962  -4.3516  4.6675
H  2.3987  -5.4977  4.5911
H  3.9739  -2.9063  2.4917
H  4.4038  -4.0678  1.2311
H  5.1147  -4.2246  2.8347
H  4.1682  -7.0335  1.7337
H  3.0938  -8.4264  1.5410
H  2.9495  -7.4269  2.9636
H  3.2403  -6.4213  -0.6401
H  1.4785  -6.3514  -0.8069
H  2.2600  -7.8974  -0.5036
O  -7.3505  -3.5292  3.3790
P  -8.3405  -2.7523  4.2186
N  -9.7596  -3.6496  3.8467
C  -11.1083  -3.1293  3.8615
C  -9.7495  -5.0061  4.3833
N  -8.2728  -1.2752  3.2973
C  -9.0575  -1.1566  2.0759
C  -6.8988  -0.8422  3.0361
N  -9.0902  -1.9014  5.5979
C  -9.4534  -0.4934  5.5653
C  -8.3489  -2.1739  6.8479
H  -11.5161  -3.0214  4.8769
H  -11.7628  -3.8108  3.3123
H  -11.1904  -2.1701  3.3571
H  -9.9688  -5.0161  5.4622
H  -8.7762  -5.4741  4.2320
H  -10.4858  -5.6306  3.8741
H  -8.9834  -2.0462  1.4380
H  -8.7244  -0.2967  1.4949
H  -10.1096  -0.9636  2.2967
H  -6.4460  -1.3878  2.2048
H  -6.2715  -0.9974  3.9200
H  -6.8755  0.2190  2.8049
H  -8.5954  0.1739  5.4522
H  -9.9551  -0.2437  6.5061
H  -10.1709  -0.2857  4.7750
H  -7.3778  -1.6662  6.8642
H  -8.1676  -3.2490  6.9507
H  -8.9230  -1.8599  7.7211

Calculated values
- HOMO energy: -7.80 eV
- HOMO-LUMO gap: 7.75 eV
- LUMO: -0.0018 hartree
- Energy relative to the best compared isomer or geometry (same formula, charge and spin): 0.0000 eV
- Molar mass: 840.170 g/mol



A cluster of 2 separate species, C6H14N2O in total, computed with the ωB97M-V functional and the def2-TZVPD basis.

Positions of all 23 atoms, in Å:
C  0.9051  1.8203  0.8262
C  -1.6713  -0.8429  -1.1533
C  1.3505  -1.4527  -1.0928
C  1.0676  -0.9848  1.3639
N  -0.9614  1.0300  0.2992
C  -0.6572  -0.1349  -0.2772
C  0.6228  -0.6560  -0.0395
N  -2.2685  1.2984  0.6828
O  0.9952  2.7020  -0.2031
H  1.3849  2.2436  -0.9579
H  -2.5475  2.2263  0.3893
H  -2.9624  0.5945  0.4488
H  0.4566  2.2687  1.7013
H  1.8135  1.2682  1.0386
H  -2.3279  -0.1407  -1.6747
H  -1.1697  -1.4593  -1.8994
H  -2.2967  -1.5223  -0.5633
H  1.2182  -2.5383  -0.9741
H  1.0496  -1.1848  -2.1080
H  1.0205  -2.0707  1.5333
H  2.1084  -0.6856  1.5568
H  2.4291  -1.2691  -1.0164
H  0.4405  -0.5100  2.1195

Calculated values
- HOMO energy (alpha / beta): -6.43 / -6.43 eV
- HOMO-LUMO gap (alpha / beta): 7.11 / 7.11 eV
- LUMO (alpha / beta): 0.0250 / 0.0250 hartree
- Energy relative to the best compared isomer or geometry (same formula, charge and spin): 5.9330 eV
- Molar mass: 130.191 g/mol



The molecule C3H6IN at a distorted geometry, computed with the ωB97M-V functional and the def2-TZVPD basis.

Positions of all 11 atoms, in Å:
C  -0.0415  0.6661  1.0861
C  0.6341  -0.6714  0.4126
C  0.2492  -0.8228  -1.0292
N  1.4874  -1.6619  0.5734
I  2.4251  -2.2917  2.3599
H  -0.8291  0.5966  0.4680
H  0.7525  1.3236  0.9252
H  -0.2058  0.3924  2.1183
H  0.8294  -1.7097  -1.5265
H  0.5545  0.0975  -1.5689
H  -0.7613  -1.0692  -1.1481

Calculated values
- HOMO energy: -8.79 eV
- HOMO-LUMO gap: 9.02 eV
- LUMO: 0.0085 hartree
- Energy relative to the best compared isomer or geometry (same formula, charge and spin): 1.5838 eV
- Molar mass: 182.992 g/mol



The molecule C5H14N2 at a distorted geometry, computed with the ωB97M-V functional and the def2-TZVPD basis.

Positions of all 21 atoms, in Å:
N  3.2946  -0.1354  -0.3329
C  1.9316  0.0382  -0.8374
C  0.9089  -0.1833  0.2797
N  -0.4736  -0.1000  -0.1550
C  -1.3377  -0.3783  0.9964
C  -2.7264  -0.8633  0.6017
C  -0.7641  1.2484  -0.6540
H  3.9264  0.3451  -0.9623
H  3.5612  -1.1108  -0.3752
H  1.7211  -0.6691  -1.6443
H  1.7413  1.0212  -1.2515
H  1.1230  0.5911  1.0472
H  1.1954  -1.0938  0.8073
H  -0.9035  -1.1855  1.5936
H  -1.4015  0.4765  1.6855
H  -2.6603  -1.6534  -0.1367
H  -3.2748  -1.1574  1.4986
H  -3.2936  -0.0624  0.1572
H  -0.0493  1.9903  -0.2950
H  -1.7270  1.6137  -0.2919
H  -0.7918  1.2682  -1.7310

Calculated values
- HOMO energy: -8.67 eV
- HOMO-LUMO gap: 9.78 eV
- LUMO: 0.0407 hartree
- Energy relative to the best compared isomer or geometry (same formula, charge and spin): 1.0461 eV
- Molar mass: 102.181 g/mol



The molecule C4H8N2O at a distorted geometry, computed with the ωB97M-V functional and the def2-TZVPD basis.

Positions of all 15 atoms, in Å:
C  -0.8124  0.4197  -2.7294
C  1.2258  -0.1528  0.1290
C  -0.0126  0.5077  -1.7207
C  -0.4221  0.2793  1.9175
N  0.7462  0.7914  -0.8033
N  0.0511  -0.7367  0.9451
O  -0.9231  -1.1998  0.2016
H  -1.8755  0.4307  -2.5937
H  -0.4434  0.2701  -3.7269
H  1.9198  0.3379  0.8189
H  1.7091  -1.0095  -0.3615
H  -1.1403  -0.1966  2.5822
H  0.4030  0.6974  2.4904
H  -0.9278  1.0580  1.3523
H  0.5020  -1.4967  1.4986

Calculated values
- HOMO energy: -8.47 eV
- HOMO-LUMO gap: 9.14 eV
- LUMO: 0.0249 hartree
- Energy relative to the best compared isomer or geometry (same formula, charge and spin): 5.1135 eV
- Molar mass: 100.121 g/mol



A cluster of 3 separate species, C6H19NO2S in total at a distorted geometry, computed with the ωB97M-V functional and the def2-TZVPD basis.

Positions of all 29 atoms, in Å:
C  1.7245  -0.1074  -0.5284
C  0.8634  0.9426  -1.0984
C  -0.1415  0.4083  -2.1526
S  0.5653  -0.9586  -3.2233
C  1.1182  -1.5718  -0.2493
N  0.3237  -1.8236  0.9693
C  -0.2535  -0.6464  1.6137
C  0.7067  0.1661  2.5817
H  2.6269  -0.3751  -0.9432
H  1.9240  0.1092  0.6344
H  1.6473  1.6707  -1.7514
H  0.4176  1.4823  -0.3264
H  -1.1066  -0.0296  -1.7229
H  -0.3148  1.1855  -2.8409
H  1.7693  -1.1741  -2.9527
H  0.3942  -1.8417  -1.0733
H  1.9446  -2.2271  -0.1434
H  0.7122  -2.3378  1.6284
H  -1.1159  -1.0026  2.3522
H  -0.7361  -0.0154  0.8655
H  1.6533  0.3797  1.9566
H  1.0501  -0.4519  3.4328
H  0.2169  1.1398  2.8300
H  -3.1213  -0.4859  -1.2597
H  -3.5702  0.2334  -0.0771
O  -3.4005  0.4455  -1.0205
H  -1.5253  2.7982  1.2675
H  -2.1464  1.9383  0.1333
O  -2.2262  2.1496  1.0982

Calculated values
- HOMO energy: -8.23 eV
- HOMO-LUMO gap: 8.82 eV
- LUMO: 0.0217 hartree
- Energy relative to the best compared isomer or geometry (same formula, charge and spin): 2.3466 eV
- Molar mass: 169.290 g/mol